Formula: C10H13NO6Ti
Source: OMol25
Level of theory: ωB97M-V/def2-TZVPD

Its spin multiplicity is 3. The value obtained for the gap between HOMO and LUMO (spin up / spin down) is 6.3047 / 8.1510 eV. The energy above the lowest of the compared OMol25 structures with the same formula, charge and spin comes out at 4.6 kcal/mol. As for the expectation value of S²: 2.01. The total charge is 0.

Each line ends with the Mulliken spin population.
CARTESIAN COORDINATES (ANGSTROEM)
Ti  0.155311  0.384044  -1.046951  1.71
O  1.631452  0.103408  0.635731  0.00
C  1.388690  0.969437  1.754404  -0.01
C  0.011659  1.581359  1.693024  0.11
C  -0.445898  2.339263  2.757926  -0.03
C  -1.707116  2.903169  2.702708  0.06
C  -2.475530  2.671128  1.572605  -0.02
C  -1.950129  1.903617  0.553875  0.07
N  -0.718282  1.371504  0.590096  -0.02
H  2.459332  0.367330  0.210305  0.00
H  2.148182  1.752240  1.778976  0.00
H  1.479265  0.375409  2.666528  0.00
H  0.190595  2.489222  3.620701  0.00
H  -2.082095  3.508019  3.516381  0.01
H  -3.470110  3.079578  1.464806  0.00
H  -2.522923  1.724091  -0.348129  0.00
O  1.301018  -0.606524  -4.393352  0.02
C  0.941750  -0.004556  -3.415810  0.03
O  -0.301454  0.076015  -2.975821  0.01
C  2.017221  0.771595  -2.463199  0.02
O  3.173892  0.400782  -2.437344  0.05
O  1.490431  1.729797  -1.759857  -0.04
C  -0.552530  -4.194346  -0.684471  0.00
C  0.207520  -2.896103  -0.587436  0.01
O  -0.685578  -1.761592  -0.724350  0.00
H  0.124299  -5.032102  -0.511628  0.00
H  -0.986042  -4.325609  -1.677491  0.00
H  -1.351672  -4.239004  0.055011  0.00
H  0.983733  -2.821636  -1.353296  0.00
H  0.676923  -2.764464  0.385915  0.00
H  -1.131915  -1.855073  -1.579856  0.01

Atoms 1-2, force components in eV/Å:
-0.405 -0.736 -0.251
-0.280 0.160 0.072

Formula: C26H41InO19
Source: OMol25
Level of theory: ωB97M-V/def2-TZVPD

The value obtained for the gap between HOMO and LUMO is 2.2729 eV. The total charge is +2.

Each line ends with the Mulliken charge.
CARTESIAN COORDINATES (ANGSTROEM)
In  -4.706347  -33.248359  -27.623957  1.07
C  -6.437524  -28.916395  -28.288333  -0.41
C  -5.126044  -29.365956  -28.886504  0.93
O  -4.446371  -30.383228  -28.448969  -0.16
H  -6.941529  -28.178678  -28.915911  0.70
H  -6.362877  -28.578258  -27.255996  -0.26
H  -7.182686  -29.725150  -28.324929  -0.03
H  -4.421783  -28.482758  -28.967261  -0.48
H  -5.269430  -29.555690  -29.990854  0.18
C  -7.670840  -30.429183  -33.794314  -1.44
C  -7.369778  -30.446512  -32.313350  0.48
C  -8.560856  -30.880493  -31.441512  -0.53
O  -7.930846  -31.666630  -30.419873  -0.08
C  -6.770132  -32.119032  -30.874780  0.62
O  -6.091426  -32.975244  -30.375040  -0.61
O  -6.424024  -31.485319  -32.006430  -0.37
H  -6.722693  -30.406520  -34.334310  0.37
H  -8.244966  -29.551258  -34.077583  0.38
H  -8.137273  -31.378375  -34.053903  0.38
H  -7.003185  -29.492799  -31.913101  0.21
H  -9.245954  -31.494899  -32.025232  0.38
H  -9.054236  -30.035929  -30.967272  0.30
C  -2.790318  -27.494420  -26.206523  -1.39
C  -3.689709  -27.341178  -24.993175  0.45
C  -4.635212  -28.522901  -24.733239  0.43
O  -4.570900  -28.714988  -23.340345  -0.37
C  -3.393464  -28.176181  -22.908118  0.51
O  -2.953973  -28.360812  -21.820898  -0.48
O  -2.809313  -27.461238  -23.858034  -0.40
H  -2.012624  -26.752373  -26.387328  0.53
H  -3.345545  -27.560773  -27.151962  0.15
H  -2.228567  -28.427846  -26.101032  0.50
H  -4.217943  -26.387540  -25.039962  0.31
H  -4.316056  -29.444001  -25.244866  0.12
H  -5.616123  -28.301194  -25.156217  -0.35
C  -1.320360  -27.453929  -30.314655  -1.22
C  -0.555774  -28.138107  -29.215574  0.71
C  -1.073461  -29.535008  -28.829994  0.32
O  0.077562  -30.361033  -28.850295  -0.36
C  1.129853  -29.689172  -29.355312  0.49
O  2.180199  -30.169241  -29.597980  -0.44
O  0.789008  -28.404928  -29.567608  -0.34
H  -2.375606  -27.368146  -30.018486  0.14
H  -1.442962  -28.049240  -31.222853  0.37
H  -0.914354  -26.468400  -30.523480  0.42
H  -0.464454  -27.518001  -28.312126  0.13
H  -1.755811  -29.897506  -29.604910  0.07
H  -1.562606  -29.546777  -27.851914  0.01
C  -10.939536  -27.295896  -25.176588  -1.66
C  -9.562292  -27.590448  -25.760923  0.76
C  -9.436344  -27.200966  -27.266563  0.09
O  -8.509996  -26.114379  -27.238209  -0.36
C  -7.922310  -26.021333  -26.024375  0.55
O  -6.949705  -25.385963  -25.771681  -0.45
O  -8.574994  -26.794248  -25.141133  -0.39
H  -11.798957  -27.775202  -25.645060  0.40
H  -11.165816  -26.229936  -25.265959  0.43
H  -10.895418  -27.545957  -24.116884  0.39
H  -9.291289  -28.639447  -25.629759  0.14
H  -10.391655  -26.825919  -27.619634  0.43
H  -9.019406  -28.041852  -27.816892  -0.25
C  -11.580093  -33.616040  -26.802649  -1.52
C  -10.888078  -32.392575  -27.345227  0.42
C  -10.532730  -31.367230  -26.266926  -0.37
O  -9.119268  -31.232368  -26.328013  -0.28
C  -8.632424  -32.070709  -27.262569  0.45
O  -7.454519  -32.197082  -27.455224  -0.47
O  -9.590753  -32.712512  -27.898966  -0.30
H  -11.702869  -34.441206  -27.497947  0.36
H  -12.556599  -33.323169  -26.411779  0.41
H  -11.022072  -33.966254  -25.927913  0.37
H  -11.511490  -31.998410  -28.149452  0.28
H  -10.925802  -31.650982  -25.287562  0.37
H  -11.005536  -30.389541  -26.401904  0.20
C  -4.758191  -25.056627  -28.031300  -0.90
C  -4.788332  -24.447715  -29.418489  0.17
C  -4.325607  -22.954522  -29.432261  -0.46
O  -3.426796  -22.903353  -30.532503  -0.34
C  -3.059616  -24.143052  -30.908594  0.55
O  -2.224907  -24.413038  -31.706978  -0.50
O  -3.796692  -25.060052  -30.240548  -0.19
H  -5.362867  -24.473156  -27.338249  0.57
H  -3.789242  -25.210273  -27.558783  0.39
H  -5.233297  -26.040637  -28.136197  -0.25
H  -5.760407  -24.539049  -29.903546  0.34
H  -3.845341  -22.754617  -28.476923  0.33
H  -5.164292  -22.326006  -29.718582  0.34

Atoms 1-2, force components in eV/Å:
-0.692 -0.060 -0.381
-0.517 -0.571 -0.387

Formula: C22H17BN4O5
Source: OMol25
Level of theory: ωB97M-V/def2-TZVPD

As for the structure (SMILES): OB(O)c1cccc(/N=N/c2ccc(/N=N/c3c(O)cc(O)c4ccccc34)cc2O)c1. The value obtained for the gap between HOMO and LUMO is 6.5508 eV. The energy above the lowest of the compared OMol25 structures with the same formula, charge and spin comes out at 0.0 kcal/mol. The total charge is 0.

Each line ends with the Mulliken charge.
CARTESIAN COORDINATES (ANGSTROEM)
N  0.551735  2.225959  -0.779176  -0.65
N  -0.708761  -3.976167  -0.868309  -0.30
N  -0.523054  -3.182904  0.067222  -0.14
N  1.242958  2.965907  -0.083009  -0.19
O  -2.091683  -6.482877  3.225524  -0.56
O  -3.431425  -8.345905  2.480314  -0.63
O  -0.704699  -2.089716  -2.502232  -0.47
O  1.545568  3.649836  -2.766624  -0.62
O  1.507766  8.257290  -1.653334  -0.54
B  -2.554225  -7.306747  2.232024  0.61
C  -1.658018  -7.531696  -1.419861  -0.33
C  0.815418  0.215341  0.564972  0.11
C  -1.138536  -6.305581  -1.687537  -0.83
C  0.574604  -1.142859  0.800290  -1.03
C  -0.024779  0.080239  -1.630612  -0.58
C  -2.103049  -7.888729  -0.141524  -0.66
C  -1.776443  -5.585135  0.588866  -0.09
C  1.656396  5.871440  2.868746  -0.38
C  1.699979  7.231075  2.552610  -0.63
C  1.236687  5.926513  -2.182929  -1.04
C  0.496310  0.860630  -0.617765  -0.12
C  -1.255528  -5.250793  -0.671667  0.21
C  -0.026685  -1.906232  -0.172011  -0.01
C  -0.240216  -1.327654  -1.446066  1.12
C  1.316460  4.609185  -1.816628  0.45
C  -2.109358  -6.905336  0.788875  0.35
C  1.502327  4.927197  1.878110  -0.69
C  1.568567  7.591741  1.198187  -0.60
C  1.310741  4.282309  -0.446046  0.28
C  1.343793  6.957959  -1.237718  0.88
C  1.384369  5.319094  0.524143  0.79
C  1.447666  6.619474  0.163961  0.32
H  -2.229409  -6.523345  4.188756  0.30
H  -4.079178  -8.739168  1.866047  0.32
H  -0.674694  -1.552178  -3.322997  0.34
H  1.528337  2.717899  -2.399127  0.44
H  1.379826  8.196579  -2.624211  0.29
H  -1.652585  -8.291552  -2.209872  0.33
H  1.249306  0.740359  1.427548  0.35
H  -0.841375  -6.085005  -2.679366  0.46
H  0.800250  -1.651745  1.736868  0.40
H  -0.356459  0.510202  -2.550896  0.39
H  -2.234722  -8.940912  0.141346  0.41
H  -1.662934  -4.891588  1.449745  0.37
H  1.855794  5.532703  3.890848  0.37
H  1.819869  7.933200  3.397442  0.36
H  1.210828  6.183043  -3.255368  0.25
H  1.588516  3.835684  2.161201  0.23
H  1.443742  8.662962  0.971238  0.35

Atoms 1-2, force components in eV/Å:
-0.705 1.079 -2.712
1.088 1.019 -2.043

Formula: C6H18FeNO9
Source: OMol25
Level of theory: ωB97M-V/def2-TZVPD

Its spin multiplicity is 5. The value obtained for the gap between HOMO and LUMO (spin up / spin down) is 8.9123 / 8.9068 eV. The energy above the lowest of the compared OMol25 structures with the same formula, charge and spin comes out at 3.7 kcal/mol. As for the expectation value of S²: 6.01. The total charge is +1.

Each line ends with the Mulliken spin population.
CARTESIAN COORDINATES (ANGSTROEM)
Fe  0.417200  0.293724  -0.304655  3.80
N  -1.403644  2.861798  -1.010532  0.00
O  -2.446453  2.810959  -0.314886  0.01
O  -1.138871  3.913881  -1.592585  0.01
O  -0.617438  1.867303  -1.079510  0.05
C  3.153604  0.276706  0.992152  0.00
C  2.910889  -1.122922  0.458532  0.00
O  1.510953  -1.409587  0.586170  0.02
O  2.325219  1.187764  0.276597  0.02
H  4.201723  0.556857  1.104588  0.00
H  2.811663  0.281639  2.035001  0.00
H  3.498356  -1.801176  1.080511  0.00
H  3.298264  -1.278164  -0.549644  0.00
H  1.386640  -2.342340  0.786248  0.00
H  2.505847  2.083271  0.587253  0.00
C  -2.734543  0.469419  2.155420  0.00
C  -1.321804  -0.078675  2.208835  0.00
O  -0.417040  0.800271  1.493648  0.03
O  -3.320958  0.294334  0.872351  0.00
H  -2.832576  1.532287  2.399058  0.00
H  -3.407256  -0.003692  2.874653  0.00
H  -1.327794  -1.048213  1.716242  0.00
H  -0.994344  -0.089640  3.248639  0.00
H  -0.041325  1.372442  2.169416  0.00
H  -3.052493  1.071855  0.346871  0.00
C  -1.067087  -1.301351  -2.220512  0.00
C  0.414426  -1.523943  -2.598019  0.00
O  1.187296  -0.415583  -2.141091  0.02
O  -1.242665  -0.934253  -0.844008  0.02
H  -1.567267  -2.236897  -2.479699  0.00
H  -1.511183  -0.533584  -2.855120  0.00
H  0.350941  -1.500587  -3.689675  0.00
H  0.759540  -2.523179  -2.324628  0.00
H  1.841672  -0.356884  -2.848166  0.00
H  -2.129491  -1.173842  -0.539454  0.00

Atoms 1-2, force components in eV/Å:
-0.981 1.096 -0.159
-1.589 2.975 0.542

DFT total energy? In order: -1744.5808 -2634.2760 -1468.6077 -2234.6785 Eh.